Entry 1:
{"formula": "C34H31IrN4PS", "method": "ωB97M-V/def2-TZVPD", "homo_ev": -10.34, "charge": 1, "mol_weight_da": 750.91, "e_above_lowest_ev": 4.958, "orbital_gap_ev": 6.63, "spin_multiplicity": 1, "elements": ["Ir", "S", "P", "N", "N", "N", "N", "C", "C", "C", "C", "C", "C", "C", "C", "C", "C", "C", "C", "C", "C", "C", "C", "C", "C", "C", "C", "C", "C", "C", "C", "C", "C", "C", "C", "C", "C", "C", "C", "C", "C", "H", "H", "H", "H", "H", "H", "H", "H", "H", "H", "H", "H", "H", "H", "H", "H", "H", "H", "H", "H", "H", "H", "H", "H", "H", "H", "H", "H", "H", "H", "H"], "positions_angstrom": [[1.676130, -1.781148, -0.711262], [3.862420, -2.021934, -0.094509], [0.492617, 0.657020, -0.894552], [2.519159, -0.981060, 1.990001], [1.445493, -1.289874, 1.194039], [4.778788, -1.021474, 2.182756], [-0.459132, -1.792410, -1.359874], [-0.136184, 2.257217, -0.258420], [-1.256791, 4.635941, 0.662379], [0.237895, -0.915238, 5.448429], [0.842509, 1.336194, -5.442599], [3.674224, -1.281657, 1.466794], [-1.904075, -3.495224, -0.337939], [0.538964, 0.914560, -2.701494], [0.257262, -1.181795, 1.688806], [-2.717152, -1.991208, -2.390734], [-0.222869, 4.032816, 1.353670], [-0.850082, 0.372561, 3.245583], [-1.726614, 4.067708, -0.514849], [-0.589010, 0.186196, 5.624056], [0.365993, 2.847856, 0.908478], [-2.237490, -3.320541, -1.825547], [0.540630, -1.364051, 4.173518], [-1.166165, 2.888738, -0.967285], [-2.207312, -1.834033, 1.328921], [2.888628, 1.828350, -2.288978], [-0.923129, -0.572813, -0.602858], [-3.146963, -0.801013, -1.623850], [-0.590835, -2.723139, -0.187708], [-0.860557, -1.506797, 0.755476], [-0.490962, 0.610397, -3.589348], [-1.128375, 0.834319, 4.521934], [1.866879, 1.657589, -4.565533], [-1.261689, -2.352729, -2.452064], [1.546340, 2.314310, 1.670195], [-0.007095, -0.722738, 3.066441], [-2.782028, -2.857596, 0.709921], [1.744438, 1.452831, -3.195587], [-2.300629, -0.096253, -0.877139], [0.713628, -3.487247, -0.161533], [-0.341579, 0.810956, -4.953186], [-3.232770, -2.103027, -3.337910], [-0.814717, 0.538624, 6.621649], [-1.430527, 0.232841, -3.217589], [1.391730, 2.408044, 2.745311], [-1.526520, 2.453351, -1.890740], [-2.620944, 0.806812, -0.373197], [-2.678875, -1.239447, 2.097893], [0.654300, -1.422298, 6.308429], [-4.168324, -0.467366, -1.754553], [5.686331, -1.262277, 1.829754], [1.199707, -2.209458, 4.034119], [-3.775518, -3.223973, 0.932346], [0.969026, 1.502879, -6.504102], [0.719658, -4.287098, -0.905751], [4.688566, -0.660351, 3.116691], [-1.688490, 5.556691, 1.032343], [-2.541784, -4.199163, -2.374958], [0.156290, 4.491471, 2.259310], [2.788489, 2.076815, -4.950161], [-1.154363, 0.568974, -5.625508], [-2.519619, 4.542274, -1.077193], [3.712160, 2.241089, -2.868711], [-1.769587, 1.695545, 4.655031], [1.765534, 1.274083, 1.454076], [-0.750388, -2.515162, -3.388936], [-1.267409, 0.883864, 2.384109], [1.000961, -3.880417, 0.812690], [2.586078, 2.581892, -1.556780], [2.438532, 2.891983, 1.414324], [3.265919, 0.969041, -1.730282], [-1.768751, -4.559843, -0.136284]], "forces_ev_per_a": [[-0.147, 0.089, 0.004], [-0.079, 0.006, 0.020], [-0.027, 0.045, -0.013], [0.026, 0.039, 0.058], [0.101, -0.024, -0.103], [-0.012, -0.008, 0.007], [0.013, -0.137, 0.093], [-0.032, -0.012, 0.032], [0.013, -0.003, 0.025], [0.006, 0.004, -0.001], [-0.005, -0.005, 0.000], [-0.003, -0.016, -0.038], [-0.038, 0.115, -0.073], [0.042, 0.020, -0.013], [-0.081, 0.011, -0.050], [-0.041, -0.106, -0.173], [0.000, 0.021, 0.010], [0.009, -0.015, -0.024], [-0.013, -0.023, -0.031], [-0.002, 0.003, 0.002], [0.000, -0.018, -0.043], [-0.161, 0.122, 0.049], [-0.025, 0.014, -0.018], [0.024, 0.045, 0.016], [0.006, 0.153, 0.066], [-0.036, 0.041, -0.001], [-0.010, 0.259, -0.051], [0.261, 0.129, 0.106], [0.027, -0.131, 0.036], [0.052, -0.049, -0.059], [0.024, 0.022, 0.013], [-0.005, -0.001, 0.007], [0.004, -0.008, 0.005], [0.244, 0.020, 0.070], [0.043, 0.016, 0.011], [0.019, 0.023, 0.055], [-0.043, -0.100, -0.029], [-0.019, -0.043, 0.010], [-0.150, -0.336, -0.013], [0.051, -0.014, 0.062], [-0.010, 0.002, -0.005], [-0.015, -0.028, 0.024], [0.000, -0.001, 0.001], [-0.025, -0.021, 0.012], [-0.005, -0.001, -0.003], [0.010, 0.003, -0.019], [0.027, -0.026, 0.039], [0.003, -0.004, 0.023], [0.000, -0.001, -0.001], [-0.001, 0.014, -0.015], [0.002, 0.007, 0.002], [0.008, -0.014, -0.003], [0.006, 0.004, 0.018], [0.000, -0.001, -0.001], [-0.012, 0.011, -0.003], [0.001, 0.000, -0.001], [0.002, 0.002, 0.000], [0.016, -0.011, -0.014], [0.001, 0.003, -0.001], [0.000, 0.001, 0.001], [0.001, 0.002, -0.004], [-0.002, 0.001, 0.002], [-0.005, 0.009, -0.001], [0.000, 0.001, -0.001], [0.002, -0.065, -0.011], [-0.067, -0.001, -0.039], [-0.012, -0.004, -0.008], [0.020, -0.005, -0.010], [0.004, -0.005, 0.002], [0.000, 0.004, 0.016], [0.011, -0.022, 0.011], [0.006, 0.000, -0.034]], "lowdin_charge": [0.974, 0.618, 1.118, 0.027, -0.156, 0.105, -0.094, -0.298, -0.060, -0.058, -0.062, -0.829, -0.142, -0.322, -0.165, -0.143, -0.040, -0.044, -0.066, -0.064, -0.279, -0.075, -0.019, -0.095, 0.004, -0.063, -0.364, -0.024, -0.393, -0.202, -0.091, -0.059, -0.036, -0.151, -0.052, -0.173, 0.016, -0.275, -0.073, -0.141, -0.068, 0.148, 0.110, 0.083, 0.086, 0.101, 0.120, 0.124, 0.111, 0.123, 0.097, 0.116, 0.126, 0.111, 0.082, 0.113, 0.111, 0.146, 0.119, 0.116, 0.109, 0.110, 0.083, 0.112, 0.024, 0.152, 0.118, 0.082, 0.079, 0.095, 0.051, 0.156]}

=====

Entry 2:
{"formula": "C27H60F6NbO12P2S", "method": "ωB97M-V/def2-TZVPD", "homo_ev": -4.72, "charge": -1, "mol_weight_da": 877.67, "orbital_gap_ev": 5.34, "spin_multiplicity": 1, "elements": ["Nb", "S", "P", "P", "F", "F", "F", "F", "F", "F", "O", "O", "O", "O", "O", "O", "O", "O", "O", "O", "O", "O", "C", "C", "C", "C", "C", "C", "C", "C", "C", "C", "C", "C", "C", "C", "C", "C", "C", "C", "C", "C", "C", "C", "C", "C", "C", "C", "C", "H", "H", "H", "H", "H", "H", "H", "H", "H", "H", "H", "H", "H", "H", "H", "H", "H", "H", "H", "H", "H", "H", "H", "H", "H", "H", "H", "H", "H", "H", "H", "H", "H", "H", "H", "H", "H", "H", "H", "H", "H", "H", "H", "H", "H", "H", "H", "H", "H", "H", "H", "H", "H", "H", "H", "H", "H", "H", "H", "H"], "positions_angstrom": [[2.246097, 0.621143, 1.525444], [1.869820, 3.115778, 0.983273], [1.916978, 4.466271, -7.257192], [-6.114016, -5.247218, 2.734552], [3.276324, -3.400124, 0.783208], [2.955389, 2.709848, -1.374443], [4.235044, 5.238090, 0.750798], [5.117600, 3.468823, -0.218593], [2.004188, 4.651792, -1.200273], [4.512754, 5.172516, -1.368000], [1.520366, 4.064081, -5.717851], [-5.025050, -4.276914, 2.374151], [0.505759, 5.163047, -7.766756], [1.732163, 3.144960, -7.953924], [-2.233371, -0.128633, 3.081412], [-7.535199, -5.900862, 3.292266], [2.503714, 5.954250, -6.818168], [0.447338, 3.223605, 0.636273], [-5.219432, -6.538863, 3.225056], [0.651306, 0.770835, 2.824991], [2.095646, 3.925614, 2.183043], [-6.484485, -5.721693, 1.197168], [3.633995, 3.997948, -4.507399], [-2.512228, -0.796674, 1.851517], [-6.368278, -4.801460, 0.108406], [-7.525494, -8.287669, 2.627264], [2.834424, 1.483400, 4.572121], [3.655977, -2.307588, 1.612921], [-8.250022, -6.959399, 2.654068], [-0.707242, 0.033757, 0.286843], [2.772266, 3.773444, -0.530523], [0.797724, -0.012469, -0.112885], [6.019640, 1.249669, 2.246873], [-4.503281, -6.444891, 4.455336], [0.884063, 6.907476, -5.203437], [-5.123045, -5.105927, -0.699658], [4.183966, 4.411643, -0.269690], [-2.853815, 1.142225, 3.139640], [-1.211975, -1.197052, 1.090902], [-0.039776, 4.841342, -9.044864], [-1.219194, 3.902620, -8.885540], [4.849363, 1.949370, 2.991494], [2.411458, 3.229173, -4.972584], [-5.429340, -6.573302, 5.652074], [1.694955, 7.079791, -6.469421], [6.965509, 0.415653, 3.162371], [2.368963, -1.581248, 2.094486], [3.629575, 1.019190, 3.295544], [4.469378, -2.917576, 2.770158], [-3.138120, -1.696761, 2.038040], [-1.532183, -2.008959, 0.409055], [5.586846, 0.677816, 1.408869], [-8.571757, -6.663201, 1.656386], [3.567309, 1.833038, 5.325466], [-3.945735, -5.505086, 4.494958], [1.519191, -2.155548, 1.679417], [2.131769, 2.301899, 4.359064], [4.063548, 0.031967, 3.586899], [3.836794, -3.418660, 3.523732], [5.163303, -3.690919, 2.391910], [0.933540, 0.701707, -0.955879], [4.238958, 4.311967, -5.363794], [-3.938211, 1.101969, 2.914359], [-4.236625, -5.164338, -0.067962], [3.666879, 0.486440, 0.398952], [-4.855400, -6.599707, 6.579939], [2.702569, 2.360997, -5.570538], [-7.150844, -8.550281, 3.616968], [0.437135, -0.086374, 3.221929], [-7.255052, -4.924238, -0.518726], [-2.041808, 4.413783, -8.380856], [0.070056, 6.196766, -5.341258], [-5.223654, -6.073497, -1.196452], [1.010302, -1.038392, -0.476504], [6.897935, 0.709593, 4.220442], [-8.205796, -9.074091, 2.292203], [0.719044, 4.413111, -9.700043], [8.000682, 0.606978, 2.816695], [-2.345310, 1.867479, 2.475213], [4.256883, 3.383333, -3.856292], [-3.129006, -0.132583, 1.211568], [1.065543, 7.379513, -7.306899], [6.635173, 2.052748, 1.795296], [-6.029415, -7.481437, 5.582304], [-6.122683, -5.729660, 5.702929], [-0.997210, 0.948095, 0.825954], [-1.294626, 0.044891, -0.659682], [6.809833, -0.664687, 3.000448], [0.444284, 7.864139, -4.912298], [-3.778345, -7.259363, 4.462465], [2.270717, -1.688418, 3.196941], [2.256705, 0.611628, 4.917261], [-0.519988, -1.561145, 1.864196], [2.398511, 7.902152, -6.316012], [1.506414, 6.547555, -4.384037], [-9.165553, -7.080863, 3.238951], [5.245921, 2.294513, 3.973435], [4.297345, -1.626185, 1.035623], [-0.964008, 3.035034, -8.277127], [-2.753924, 1.534287, 4.166508], [-4.958350, -4.342355, -1.462068], [1.856041, 2.863773, -4.108898], [3.336226, 4.894875, -3.964017], [-0.371828, 5.776736, -9.503474], [5.046647, -2.110696, 3.257095], [-6.677914, -8.268813, 1.943209], [4.534759, 2.831367, 2.404633], [-1.573887, 3.555309, -9.858380], [-6.365245, -3.771073, 0.463395]], "forces_ev_per_a": [[-3.601, -0.552, 2.750], [-2.060, 1.049, 1.246], [-7.206, 1.059, 2.916], [1.788, -5.811, -5.013], [0.185, 0.428, -0.060], [-0.006, 0.402, 0.531], [-0.012, -0.339, 0.507], [-0.066, -0.056, 0.763], [0.157, 0.170, 0.373], [-0.265, -0.303, 0.286], [0.715, 0.059, -0.617], [-2.079, 1.954, 2.800], [0.658, 0.238, -0.209], [3.789, 0.922, -0.771], [-0.450, 0.032, -0.327], [0.931, 2.952, 1.512], [2.325, -2.117, -1.495], [0.505, -0.490, -1.121], [-0.389, 0.654, 0.429], [2.061, -0.369, -1.511], [1.371, 0.067, -0.531], [-0.520, 0.361, 0.493], [0.028, 0.057, -0.167], [-0.054, -0.445, -0.540], [0.347, -0.032, -0.261], [0.404, 0.031, -0.118], [0.346, -0.135, -0.874], [-0.303, -0.285, 1.094], [-0.780, -0.493, -0.340], [0.037, -0.494, -0.347], [0.396, 0.239, -0.478], [0.033, -0.637, 0.041], [-0.093, 0.747, 0.300], [0.137, -0.050, 0.284], [-0.173, -0.389, 0.012], [0.079, -0.144, -0.107], [-0.126, 0.505, -2.055], [0.214, 0.532, 0.464], [-1.296, 0.868, 0.283], [-0.295, -0.248, 0.046], [-0.192, -0.020, 0.056], [-0.056, -0.495, 0.034], [0.236, -0.221, 0.384], [-0.082, 0.089, -0.005], [-0.314, 0.970, 0.061], [0.145, -0.013, -1.113], [0.293, -0.209, -0.301], [0.924, -0.772, 0.325], [0.160, 0.032, -0.130], [0.347, 0.369, 0.194], [0.609, 0.142, 0.298], [0.367, -0.004, 0.346], [0.242, 0.087, -0.002], [-0.392, -0.268, -0.050], [0.007, -0.019, -0.067], [0.376, 0.385, 0.004], [0.244, -0.236, 0.079], [-0.011, 0.503, -0.095], [0.048, 0.356, -0.347], [-0.137, 0.496, 0.023], [0.204, -0.335, 0.305], [0.040, 0.008, 0.051], [0.412, -0.096, -0.059], [-0.084, 0.177, 0.087], [0.123, 0.061, -0.103], [0.011, 0.019, -0.033], [-0.090, 0.019, -0.041], [-0.066, -0.001, -0.007], [-0.329, 0.352, 0.063], [-0.050, -0.105, 0.105], [0.015, 0.016, -0.044], [0.052, -0.012, -0.002], [-0.034, 0.038, -0.017], [-0.028, 0.507, -0.180], [-0.111, -0.274, -0.325], [-0.112, 0.120, 0.038], [-0.004, -0.083, 0.095], [-0.357, -0.144, 0.365], [-0.290, -0.318, 0.104], [-0.064, -0.020, -0.003], [0.332, -0.260, 0.125], [-0.023, -0.257, -0.015], [-0.300, -0.337, 0.084], [0.053, -0.011, 0.005], [0.027, -0.009, 0.051], [0.467, -0.221, -0.120], [0.115, 0.038, 0.463], [-0.061, 0.373, 0.520], [0.118, 0.055, -0.105], [-0.036, 0.000, -0.164], [0.189, 0.216, -0.436], [0.174, 0.473, 0.225], [-0.023, -0.015, -0.504], [0.254, -0.253, -0.050], [0.001, 0.060, -0.015], [0.143, 0.243, 0.210], [-0.180, 0.186, -0.500], [-0.185, -0.535, -0.151], [0.180, 0.013, -0.106], [0.060, -0.293, -0.339], [-0.019, -0.013, 0.007], [-0.127, 0.079, -0.087], [0.029, -0.049, 0.046], [0.046, 0.069, 0.114], [-0.239, -0.411, -0.077], [-0.006, 0.038, 0.041], [0.128, -0.192, 0.427], [-0.002, 0.029, 0.005], [0.102, -0.055, 0.066]], "lowdin_charge": [1.710, 0.566, 0.644, 0.649, -0.084, 0.039, 0.186, 0.165, 0.097, 0.108, -0.217, -0.207, -0.251, -0.219, -0.203, -0.236, -0.235, -0.397, -0.224, -0.379, -0.398, -0.252, -0.078, -0.241, -0.287, -0.076, -0.161, -0.446, -0.276, -0.305, -0.498, -0.350, -0.279, -0.282, -0.071, -0.073, -0.564, -0.127, -0.182, -0.295, -0.077, -0.275, -0.269, -0.082, -0.275, -0.111, -0.278, -0.459, -0.067, 0.110, 0.111, 0.054, 0.111, 0.061, 0.112, 0.038, 0.046, 0.059, 0.077, 0.075, 0.031, 0.070, 0.084, 0.077, -0.069, 0.077, 0.110, 0.070, 0.003, 0.114, 0.074, 0.073, 0.074, 0.039, 0.068, 0.080, 0.102, 0.060, 0.090, 0.079, 0.114, 0.109, 0.090, 0.070, 0.071, 0.067, 0.104, 0.047, 0.081, 0.119, 0.051, 0.052, 0.085, 0.118, 0.074, 0.118, 0.097, 0.084, 0.076, 0.086, 0.078, 0.118, 0.068, 0.113, 0.054, 0.073, 0.065, 0.074, 0.104]}

=====

Entry 3:
{"formula": "C5H11NO", "method": "ωB97M-V/def2-TZVPD", "homo_ev": -9.61, "charge": 0, "mol_weight_da": 101.15, "smiles": "CCCNC(C)=O", "e_above_lowest_ev": 0.411, "orbital_gap_ev": 10.50, "spin_multiplicity": 1, "elements": ["O", "N", "C", "C", "C", "C", "C", "H", "H", "H", "H", "H", "H", "H", "H", "H", "H", "H"], "positions_angstrom": [[-1.763603, 0.543493, -2.099664], [-1.096917, -0.099123, -0.019335], [-1.362427, 0.844963, -0.992527], [1.154951, -1.053158, 0.021500], [1.330348, -0.984998, 1.540193], [-0.968567, 2.267164, -0.646078], [-0.301816, -1.258630, -0.408393], [1.769686, -1.865923, -0.380899], [2.387657, -0.943931, 1.819172], [1.522748, -0.122875, -0.435122], [0.883518, -1.860000, 2.027162], [-1.756782, 2.983471, -0.877377], [-0.632395, 2.386833, 0.387687], [-0.386683, -1.334366, -1.495628], [-0.118469, 2.483697, -1.304089], [0.861649, -0.092393, 1.974287], [-0.821247, 0.291521, 0.869391], [-0.701652, -2.185747, 0.019720]], "forces_ev_per_a": [[0.206, 0.086, 0.299], [0.045, 0.177, 0.034], [0.077, -0.010, -0.207], [0.051, -0.030, -0.054], [-0.009, -0.001, 0.067], [-0.081, 0.115, 0.014], [0.034, -0.209, -0.072], [-0.105, 0.046, 0.040], [-0.142, -0.022, -0.061], [-0.027, -0.182, 0.044], [0.094, 0.102, -0.075], [0.019, -0.098, -0.001], [-0.155, 0.011, -0.123], [0.023, -0.080, 0.155], [-0.132, 0.055, 0.121], [0.072, -0.137, -0.066], [0.022, 0.020, -0.128], [0.009, 0.157, 0.013]], "lowdin_charge": [0.055, 0.042, -0.539, -0.241, -0.113, -0.003, -0.201, 0.107, 0.072, 0.110, 0.077, 0.081, 0.071, 0.115, 0.092, 0.061, 0.096, 0.116]}

=====

> charge of number 1 (C34H31IrN4PS)?

+1

=====

> Which value of charge does entry 2 give?

-1

=====

> Number 1 is which compound?

C34H31IrN4PS